Entry 1:
Molecular formula: C29H22HgN3O5S3Te
Method: DFT, ωB97M-V with the def2-TZVPD basis set

```
64
C29H22HgN3O5S3Te ωB97M-V with the def2-TZVPD basis set
Hg 0.17092 1.79249 1.40348
Te 2.06400 0.02442 3.27064
S 2.22546 1.59138 -0.08525
S -0.86769 2.89814 -0.73408
S -0.45314 -0.60339 -1.23953
O 0.04043 3.48070 3.03085
O -0.37972 -1.48940 2.84753
O -2.44727 -2.28778 2.49527
O -1.44126 4.36904 4.45330
O -1.04024 -0.58845 0.12282
N -1.44395 1.17275 2.95298
N 3.84512 1.56218 -5.94321
N 0.14982 3.21104 -6.72672
C 3.08515 1.79630 -5.10930
C 1.90129 -1.67283 -2.20793
C -3.32465 2.39906 3.78262
C 0.48214 2.95452 -5.65425
C -4.17956 1.30801 3.48142
C -2.22977 0.03112 2.88305
C -1.32012 -1.95275 -3.50862
C 0.89579 2.63941 -4.31889
C 3.09807 -2.35830 -2.06917
C -3.63923 0.13799 3.03813
C 0.90665 0.57042 4.95951
C -2.09779 -2.89192 -4.17018
C 0.03148 2.87871 -3.26040
C 1.04935 -1.58270 -1.11795
C -1.58680 -1.22403 2.74185
C -1.99109 2.29115 3.45625
C 3.43355 -2.92456 -0.84475
C -1.05467 3.49384 3.67272
C -1.42339 -1.83595 -2.13076
C 2.15949 2.08508 -4.05669
C 0.35166 2.59307 -1.92390
C 2.57565 -2.80615 0.24041
C 1.64579 2.04129 -1.66020
C -2.31493 -2.60958 -1.40597
C 3.51352 1.56989 3.59154
C -2.98073 -3.68987 -3.45355
C -3.09182 -3.54443 -2.07697
C 1.36965 -2.12901 0.11270
C 2.50119 1.80160 -2.74008
H -3.59382 -4.41687 -3.97245
H 0.70808 -1.97071 0.96013
H -3.67845 3.32503 4.20930
H 4.23957 1.50807 2.78202
H -4.25391 -0.72887 2.83693
H -3.79281 -4.15506 -1.52098
H 4.01742 1.44607 4.54898
H 0.03905 -0.08378 4.94374
H -2.02381 -2.98943 -5.24615
H 3.47175 1.36720 -2.53578
H 2.85373 -3.21488 1.20418
H -0.64574 -1.30838 -4.06115
H 3.77948 -2.42700 -2.90833
H -0.94567 3.29419 -3.46842
H -2.39205 -2.45245 -0.33551
H 4.38008 -3.43998 -0.73284
H 1.48333 0.42855 5.87115
H 3.01331 2.53552 3.54920
H 0.59239 1.60389 4.83528
H 1.65182 -1.18264 -3.14217
H -1.84037 -3.03836 2.46640
H -5.25173 1.39737 3.61775
```

Calculated values
HOMO-LUMO gap (alpha / beta) = 4.2 / 6.0 eV
HOMO energy (alpha / beta) = -0.32 / -2.12 eV
net charge = -2
multiplicity = 2

Entry 2:
Molecular formula: C29H67Cl2NO11S
Method: DFT, ωB97M-V with the def2-TZVPD basis set

```
111
C29H67Cl2NO11S ωB97M-V with the def2-TZVPD basis set
Cl 3.20036 -0.97425 -1.89308
Cl 3.85028 0.46190 1.26403
S -0.22612 -0.71120 -1.28405
O -0.04245 1.19970 -5.40990
O 1.65663 -3.62512 -0.09602
O -1.18709 -1.31857 -0.40882
O 4.46595 -3.09385 -3.77888
O 6.01864 -2.63887 2.54869
O -0.76399 0.68453 -1.78211
O -5.81507 2.96233 5.46048
O -2.93136 2.85569 -2.15529
O 0.25307 -1.37772 -2.45148
O 1.75520 0.27710 3.70916
O -2.24850 0.55949 2.37845
N 1.57708 -1.35023 0.58758
C 1.61315 -2.51149 0.24001
C 7.27948 -1.82287 0.64905
C -8.20831 3.36666 5.53080
C -3.51098 1.02716 4.40711
C -0.05396 2.04055 0.08057
C 1.04458 -0.33054 4.78499
C 3.62658 -4.79794 -5.28576
C -1.01793 0.01184 -7.30219
C 3.44608 1.17220 -0.32223
C -6.57649 4.99997 6.53787
C 2.36235 0.35878 -1.04408
C -1.24039 1.58826 -0.72881
C -4.42909 -0.47277 2.60168
C -3.56328 0.73544 2.91859
C 0.21658 0.25291 -6.44876
C 1.18385 -0.19934 -0.19528
C 0.72731 -1.02015 -5.80308
C 4.76012 -4.35607 -4.37372
C 0.05054 -1.35394 4.25798
C -4.81559 1.87496 -3.32297
C 3.18382 2.66104 -0.16557
C -6.87050 3.54064 6.23123
C 5.51160 -3.58522 0.37222
C 6.58097 -3.01000 1.28941
C -3.81409 3.01758 -3.26890
C -3.02251 3.13926 -4.55948
C 0.60188 0.84671 0.76528
C 5.06930 -5.39569 -3.30782
C 2.00392 -0.94443 5.79222
H -5.44883 -0.32925 2.96099
H -5.52314 2.00798 -4.14212
H -2.89134 1.90186 4.60715
H -4.34277 3.95167 -3.07068
H -4.29373 0.92567 -3.47648
H -7.35263 5.43496 7.16837
H 7.74221 -2.09328 -0.30097
H -1.37478 0.94616 -7.73654
H -0.53922 -1.79055 5.06486
H -1.85747 -0.20260 2.82346
H -3.06945 0.17659 4.93673
H -1.71885 2.41698 -1.24949
H 8.04369 -1.41085 1.30795
H -0.68786 0.80181 -4.81433
H 5.93659 -3.90987 -0.57848
H -4.01963 -1.36289 3.08765
H 2.70176 -0.19315 6.16099
H 0.50349 0.49327 5.25470
H 2.71086 -4.93913 -4.70464
H 4.75452 -2.82356 0.15870
H 5.65529 -4.17379 -4.97182
H -0.62721 -0.88946 3.54003
H 1.00733 -1.79136 -6.52245
H 6.53795 -1.04205 0.45413
H -2.44489 2.22560 -4.71978
H -8.40144 2.31332 5.32896
H -0.05045 -1.43016 -5.15272
H 2.58307 -1.74366 5.32101
H 4.19263 -5.55386 -2.67308
H -9.02530 3.76079 6.13607
H -8.20499 3.90116 4.57652
H -0.80699 -0.69058 -8.10943
H -3.95649 1.60740 2.38979
H -2.44292 2.03606 -2.30042
H 0.63113 2.55647 -0.59955
H 3.67025 -3.20892 -3.24416
H -0.36525 2.78070 0.82031
H 1.46812 -1.37018 6.64156
H -4.45512 -0.65744 1.52783
H 5.34262 -6.35274 -3.75434
H -5.37225 1.80781 -2.38842
H -5.61796 5.09908 7.04647
H 5.37310 -1.94335 2.37515
H 7.31070 -3.78534 1.53025
H -1.98012 1.05847 -0.12656
H 1.94436 1.00835 -1.81759
H -6.87008 2.96766 7.16003
H 5.01894 -4.43570 0.84383
H -5.76843 3.44242 4.62538
H 4.11535 3.15263 0.11374
H -6.53078 5.57697 5.60979
H -4.50474 1.21059 4.81170
H 0.99381 0.71587 -7.05932
H 1.37403 1.13429 1.48063
H 3.86262 -5.73944 -5.78365
H -2.31589 3.96675 -4.50568
H 2.81728 3.08140 -1.10402
H 0.57815 -2.16179 3.74338
H 1.59227 -0.80509 -5.17559
H -1.82092 -0.40774 -6.68890
H 2.45900 2.87211 0.62167
H 3.43197 -4.04005 -6.04440
H 2.24336 -0.41496 3.24700
H 5.88994 -5.05941 -2.67427
H -3.67391 3.28897 -5.42109
H 4.34857 1.04390 -0.91693
H -0.18078 0.34203 1.33202
```

Calculated values
structure (SMILES) = C[C@@H](Cl)[C@@H](Cl)[C@@]1(N=C=O)CCCOS1(=O)=O.CC(C)O.CC(C)O.CC(C)O.CC(C)O.CC(C)O.CC(C)O.CC(C)O
HOMO-LUMO gap = 10.5 eV
HOMO energy = -9.98 eV
net charge = 0

Entry 3:
Molecular formula: C4H9BrN
Method: DFT, ωB97M-V with the def2-TZVPD basis set

```
15
C4H9BrN ωB97M-V with the def2-TZVPD basis set
Br -0.10499 -1.10269 -1.96983
N -0.43947 -0.00017 1.16520
C 1.96557 0.86702 -1.37314
C -1.74567 0.31139 0.69898
C 1.29717 -0.38122 -1.10472
C -1.35103 -1.06674 1.24548
H 1.38497 -0.75875 -0.07798
H 3.07183 0.67130 -1.41551
H -1.78820 0.51243 -0.42895
H -1.37530 -1.90145 0.55633
H 1.60674 1.44617 -2.30050
H 1.83604 1.36883 -0.50880
H -0.09748 0.32721 2.13320
H -1.91211 -1.41611 2.23785
H -2.34807 1.12278 1.14238
```

Calculated values
energy above the lowest of the compared OMol25 structures with the same formula, charge and spin = 66.75 kcal per mole
HOMO-LUMO gap (alpha / beta) = 7.0 / 7.0 eV
HOMO energy (alpha / beta) = -13.64 / -13.65 eV
net charge = +1

Entry 4:
Molecular formula: C3H8NOS
Method: DFT, ωB97M-V with the def2-TZVPD basis set

```
14
C3H8NOS ωB97M-V with the def2-TZVPD basis set
S -1.92107 -1.10765 -0.72060
O 1.96684 1.91549 0.91543
N 0.67599 0.44341 -1.20583
C 1.35186 0.74378 1.29450
C -0.44474 -1.04979 0.39737
C 0.28099 0.32206 0.19041
H 1.20195 1.37210 -1.16284
H -0.43326 1.10275 0.48647
H 1.49042 -0.19850 -1.34883
H 0.25716 -1.98523 0.19352
H -1.05565 -0.53157 -1.72597
H 0.67198 0.67070 2.30979
H 1.91784 -0.20954 1.21287
H -0.90859 -1.02241 1.38834
```

Calculated values
energy above the lowest of the compared OMol25 structures with the same formula, charge and spin = 57.91 kcal per mole
structure (SMILES) = N[C@H](C[O-])CS
HOMO-LUMO gap = 6.3 eV
HOMO energy = -2.86 eV
net charge = -1

Entry 5:
Molecular formula: C51H96Cl2O39
Method: DFT, ωB97M-V with the def2-TZVPD basis set

```
188
C51H96Cl2O39 ωB97M-V with the def2-TZVPD basis set
Cl 4.24607 -5.75660 3.57333
Cl 3.48930 -5.55838 0.42354
O 5.40277 -2.68851 -6.69200
O -1.48731 -4.12752 9.29154
O -1.65587 -5.90534 -7.37235
O 3.17888 2.40555 -7.36714
O -3.68615 10.32646 5.83804
O 1.40204 3.17650 -8.49275
O 5.82888 0.89041 6.56800
O -1.41515 3.45634 5.34985
O -8.58244 3.97039 -4.78602
O 6.37520 2.54115 0.86352
O -6.63167 -4.35427 -3.13615
O -7.58432 -6.20219 -3.86021
O 4.98464 -4.66550 -5.70363
O -9.01085 2.01130 -3.70359
O 1.23149 2.12669 -6.51515
O 6.62731 -0.22804 4.82828
O -0.17818 -0.33948 0.09177
O 7.60511 8.78254 -1.92772
O -3.17128 -7.12290 -8.59788
O 9.64190 7.83593 -2.45038
O 7.08279 -3.89574 -5.63391
O 7.82939 6.70695 -2.92883
O -8.56354 -4.28212 -4.40422
O -2.80629 8.29225 6.25681
O -3.51700 2.59025 5.72991
O -2.73137 9.35704 4.23369
O -1.80219 -1.91626 8.46905
O -7.66403 3.33968 -2.73499
O 8.62628 2.63681 1.40565
O -1.16300 -2.04846 -0.82510
O -2.44550 2.73611 3.71755
O 7.95507 1.01442 0.25028
O -3.06238 -2.73671 9.95651
O 4.29206 0.08766 5.05095
O -4.14075 -8.79135 1.09495
O -3.25332 -7.26689 2.64108
O -5.26168 -7.05714 1.60614
O 1.00100 -1.56619 -1.48014
O -1.31074 -8.13704 -7.96466
C -8.41404 3.13687 -3.87384
C 10.36075 8.91994 -1.93636
C 5.90458 -3.72696 -5.98651
C -3.87525 10.58766 7.24052
C -3.80235 -11.07518 1.26946
C -5.60503 4.67786 -3.27732
C -2.11382 -9.06387 -8.75285
C -3.43565 2.16241 2.88186
C 0.38700 1.91795 -0.53031
C -6.68681 -6.94660 -3.05552
C -0.90374 -2.08506 7.40980
C -5.58662 -5.79202 2.25092
C -3.08005 -9.75300 1.28432
C -7.63073 -4.86605 -3.86027
C 7.72692 -0.01305 5.74120
C 7.18729 1.09961 6.61393
C -2.05050 -2.98740 9.24180
C -3.31199 -8.35543 -9.20000
C 8.26410 7.93407 -2.46310
C -3.03541 9.26055 5.50883
C -1.33702 -3.17769 -1.55344
C 3.78865 -4.28557 -6.17707
C 5.46715 0.19227 5.46179
C 3.97981 -2.79574 -6.66910
C -3.49483 -3.73677 10.89883
C 7.04486 -0.01635 -0.21672
C 6.47384 6.25745 -2.91966
C 1.93310 2.69424 -7.49959
C 2.31472 -6.07246 1.62198
C -6.53068 -8.42657 -3.58499
C -6.66309 -2.94929 -2.76779
C -0.85226 0.89685 -5.91898
C -4.20127 -7.64807 1.89436
C 8.61231 3.89492 2.06600
C -0.20929 1.97068 -6.72745
C 0.16516 4.39442 6.99848
C 0.01455 -1.33378 -0.79992
C -1.19404 3.70389 6.72148
C -1.94977 8.63881 2.02065
C 10.75081 8.68297 -0.47696
C 4.10637 2.94930 -8.28030
C -7.04394 4.59754 -2.59569
C -9.88395 1.53680 -4.71301
C 9.95023 4.00645 2.64534
C 7.50109 2.08707 0.92656
C 2.60495 -5.29496 2.99418
C -1.98735 -6.98416 -7.88565
C -2.55435 2.85967 4.97805
C -1.47688 -2.70035 6.15956
C -2.34370 8.16772 3.49131
C 0.70508 0.70528 0.32404
H -0.48111 1.87363 -1.18798
H 7.95835 -0.90892 6.31735
H 9.88894 9.88403 -2.12610
H 7.48065 1.00397 7.65934
H 4.81345 3.67982 -7.88725
H 10.64202 3.67897 1.86926
H 7.36936 -0.81521 0.45008
H -4.85725 10.25646 7.57828
H -0.69496 2.92848 -6.54080
H 0.17060 5.30519 6.39967
H -10.51320 0.71627 -4.36825
H -2.71920 9.29009 1.60603
H 3.43259 -2.72772 -7.60932
H 10.25481 3.31959 3.43499
H 3.57227 3.40884 -9.11195
H -1.71117 7.85574 1.30095
H 8.35716 4.67890 1.35299
H -3.10788 7.39126 3.45614
H 7.09051 -0.31219 -1.26481
H -4.25039 -8.84888 -8.94698
H -2.48107 -9.90766 -8.16869
H 5.99467 6.12232 -1.95000
H 4.63598 2.07263 -8.65321
H 2.28950 -7.15270 1.76534
H 0.57964 0.96707 1.37468
H -1.16411 2.79094 7.31622
H -2.13952 -9.70912 0.73516
H -1.45590 -9.39476 -9.55645
H -3.09041 10.16573 7.86828
H -2.47314 -2.34177 5.90072
H 11.22949 9.06047 -2.57951
H -2.69960 -3.97969 11.60360
H 0.28795 4.63550 8.05437
H -6.51230 -5.28901 1.97127
H -0.60343 -1.05385 7.22401
H -7.67210 5.39537 -2.99191
H 8.70852 0.25179 5.34822
H -2.75559 -9.57010 2.30871
H -1.01061 9.19161 2.04287
H 5.79488 6.98202 -3.36921
H -6.00529 -2.54833 -1.99666
H -3.75616 -4.71942 10.50612
H 11.12231 9.51951 0.11489
H -5.11137 3.79447 -2.87233
H -1.77081 -2.84708 -2.49717
H -0.33090 -0.05982 -5.95193
H -4.73760 -11.06481 1.82920
H -2.02924 4.20473 7.21107
H -7.57200 -8.72838 -3.69745
H -3.70140 1.17034 3.24693
H -7.57772 -2.66322 -2.24846
H 0.35053 2.84606 0.04012
H -1.90083 -3.88776 -0.94846
H 1.33747 -5.72421 1.28762
H -0.05441 -2.73535 7.61923
H -0.38959 1.69439 -7.76633
H 7.50669 2.11202 6.36673
H -5.03214 5.59894 -3.17009
H 10.14167 4.96829 3.12105
H -4.75644 -5.08636 2.22031
H 0.99276 3.80746 6.60018
H -10.51394 2.33097 -5.11365
H -0.83262 -2.33609 5.35933
H -6.88270 4.78432 -1.53399
H 11.39605 7.80516 -0.51179
H -5.96873 -9.06531 -2.90356
H -4.08910 -11.28589 0.23918
H -7.10938 -7.02468 -2.05380
H -1.54491 -3.78581 6.23199
H -3.85534 11.65522 7.45972
H -3.14279 2.15423 1.83198
H -0.40072 -3.66512 -1.82523
H 2.56079 -4.21450 2.85719
H 9.78913 8.45938 -0.01515
H 1.23706 2.05193 -1.19931
H 7.87113 3.89307 2.86522
H -9.30150 1.37247 -5.61957
H 6.03683 0.28779 0.06521
H -1.57327 7.56750 3.97533
H -0.92401 1.13759 -4.85833
H 1.78656 -5.55916 3.66390
H -4.38866 2.67628 3.00762
H -6.72609 -2.33321 -3.66477
H -3.23311 -11.89733 1.70320
H -5.65779 4.48410 -4.34866
H -5.70186 -6.56752 -2.78299
H -4.38235 -3.38062 11.42187
H -1.87032 0.87591 -6.30785
H -6.11706 -8.52510 -4.58864
H -5.68589 -5.90373 3.33063
H 3.51541 -4.89667 -7.03731
H 3.45525 -2.13453 -5.97936
H 6.27589 5.34210 -3.47739
H 1.69462 0.25047 0.27838
H 3.01258 -4.35987 -5.41530
H -3.27706 -8.22509 -10.28161
```

Calculated values
HOMO-LUMO gap = 10.4 eV
HOMO energy = -10.41 eV
net charge = 0

The highest net charge belongs to which entry? C4H9BrN

Which formula does entry 1 have? C29H22HgN3O5S3Te